Record 1
The following is a quantum chemistry calculation of 2 unconnected molecules or ions with the total composition C8H20BNO4 in a non-equilibrium geometry, from the OMol25 dataset.

```
! RIJCOSX wB97M-V def2-TZVPD def2/J DEFGRID3
* xyz -2 1
C 3.01815 -2.81187 3.44598
B 1.89845 -2.47057 2.24925
C 2.80677 -2.23157 0.87076
O 2.72134 -2.98917 -0.23161
O 3.79741 -1.11007 0.96196
H 2.52897 -2.96687 4.49750
H 3.89731 -2.01237 3.46587
H 3.51216 -3.84246 3.10607
H 1.21783 -3.42395 2.15089
H 1.29569 -1.47890 2.44881
C -3.19434 2.88812 -0.41244
O -2.91594 2.11001 -1.57127
C -1.81546 2.61568 -2.33798
C -0.61051 1.66513 -2.24551
N -0.01360 1.69234 -0.90608
C 0.95225 0.61274 -0.66800
C 0.42809 -0.83539 -0.72288
O -0.46965 -1.16988 0.33804
C -1.81921 -0.79188 0.10743
H -4.13802 2.53567 0.01296
H -2.41368 2.75509 0.34037
H -3.29850 3.94647 -0.66213
H -1.54581 3.64004 -2.05360
H -2.15288 2.64227 -3.38104
H 0.14313 1.96442 -2.98184
H -0.96160 0.66236 -2.50103
H -0.75219 1.61310 -0.21185
H 1.36674 0.78336 0.33361
H 1.78580 0.72188 -1.37445
H 1.29374 -1.49558 -0.59338
H -0.00133 -1.09709 -1.69542
H -2.09581 -0.84229 -0.94924
H -2.00181 0.20367 0.50752
H -2.46346 -1.48241 0.66274
*
```

Output
gap between HOMO and LUMO	3.56	eV
E_LUMO	4.47	eV

=====

Record 2
The following is a quantum chemistry calculation of 2 unconnected molecules or ions with the total composition C2H3N2O2S in a non-equilibrium geometry, from the OMol25 dataset.

```
! RIJCOSX wB97M-V def2-TZVPD def2/J DEFGRID3
* xyz -1 1
C -2.59219 0.14496 -1.65361
C -0.33780 0.12541 -0.09846
N -3.74611 0.00684 -1.51085
N 2.44851 -0.10780 1.04672
O 3.49133 -0.94017 1.03251
O 2.17504 0.46568 2.15500
S -0.89715 0.22992 -1.75822
H -0.49592 -0.85476 0.29754
H -0.77117 0.82184 0.50513
H 0.72546 0.10807 -0.01576
*
```

Output
gap between HOMO and LUMO	7.01	eV
E_LUMO	3.13	eV

=====

Record 3
The following is a quantum chemistry calculation of a molecular structure, C38H38N2P2SSiTa, from the OMol25 dataset.

```
! RIJCOSX wB97M-V def2-TZVPD def2/J DEFGRID3
* xyz 3 1
Ta -0.46098 0.39034 0.74493
C -0.98350 3.60746 1.87805
P 0.27835 2.82478 0.83184
C 1.92229 3.41197 1.15831
C 2.88702 2.58717 1.73737
C 4.14490 3.09928 2.01180
C 4.43431 4.42422 1.71201
C 3.47197 5.24758 1.13833
C 2.21213 4.74758 0.85757
C -0.11800 2.90425 -0.92616
C -1.43164 2.68559 -1.38491
C -1.69155 2.68987 -2.75077
C -0.66690 2.90902 -3.65530
C 0.63486 3.12477 -3.20605
C 0.91710 3.11041 -1.85294
C -2.20080 2.74753 1.79635
C -3.50916 3.04636 1.90801
C -4.26127 1.84007 1.65328
C -3.38597 0.85113 1.39016
C -3.59514 -0.58585 1.04543
P -2.41835 -1.02439 -0.28468
C -2.16886 -2.80370 -0.30510
C -1.68337 -3.43261 0.84635
C -1.57849 -4.81097 0.88741
C -1.94709 -5.56806 -0.21988
C -2.43207 -4.94818 -1.36145
C -2.55095 -3.56666 -1.40954
C -3.00819 -0.45445 -1.87622
C -4.25961 0.14212 -2.02014
C -4.70290 0.50327 -3.28592
C -3.90293 0.27332 -4.39679
C -2.64379 -0.29991 -4.25087
C -2.19053 -0.65680 -2.99261
N -2.05002 1.36887 1.47111
H -1.18905 4.63228 1.56591
H -0.55675 3.64066 2.88545
H 2.65520 1.56057 1.99870
H 4.89685 2.47183 2.47044
H 5.41562 4.82210 1.93333
H 3.70246 6.28022 0.91483
H 1.46579 5.39435 0.40997
H -2.26483 2.60550 -0.69855
H -2.70589 2.54658 -3.09723
H -0.87897 2.93669 -4.71615
H 1.42503 3.32908 -3.91688
H 1.92482 3.30397 -1.50582
H -3.92242 4.01533 2.14033
H -5.33617 1.74645 1.67102
H -4.62320 -0.78429 0.73909
H -3.38323 -1.25483 1.88527
H -1.41252 -2.85878 1.72566
H -1.22296 -5.29836 1.78523
H -1.86832 -6.64641 -0.18442
H -2.73575 -5.54016 -2.21399
H -2.96256 -3.09865 -2.29260
H -4.90423 0.30612 -1.16690
H -5.68351 0.94442 -3.40447
H -4.26458 0.53519 -5.38250
H -2.02842 -0.48592 -5.12100
H -1.22082 -1.13304 -2.88656
C 3.89462 -1.97139 3.52699
Si 3.35999 -3.07004 2.12581
C 1.90967 -4.16049 2.54364
C 4.77001 -4.03595 1.41438
C 2.76701 -1.88334 0.69719
C 3.45394 -1.82507 -0.52445
C 3.08223 -0.97792 -1.56894
C 1.99139 -0.16378 -1.40698
N 1.29752 -0.19175 -0.24934
C 1.68479 -1.02228 0.76429
S 0.66150 -0.86908 2.27519
H 4.27130 -2.59458 4.34187
H 3.09215 -1.36002 3.94331
H 4.71112 -1.31306 3.22334
H 2.25242 -4.95221 3.21462
H 1.50088 -4.64284 1.65335
H 1.10398 -3.63638 3.06099
H 5.13378 -4.72818 2.17761
H 5.61675 -3.40563 1.13479
H 4.47935 -4.64072 0.55280
H 4.31555 -2.46726 -0.66551
H 3.63831 -0.95999 -2.49578
H 1.62930 0.51569 -2.16630
*
```

Output
gap between HOMO and LUMO	6.12	eV
E_LUMO	-10.47	eV

=====

Record 4
The following is a quantum chemistry calculation of a molecular structure, C11H18N5O2V in a non-equilibrium geometry, from the OMol25 dataset.

```
! RIJCOSX wB97M-V def2-TZVPD def2/J DEFGRID3
* xyz 3 2
V -0.87328 -0.82921 1.36247
C -2.68202 0.76813 0.40405
C -1.96685 1.30818 1.68468
N -0.52143 1.12405 1.52339
C 0.36513 1.34244 2.68829
C 1.36132 0.19918 2.68878
C 2.58303 0.10239 3.33758
C 3.32194 -1.06933 3.17608
C 2.86083 -2.09526 2.34834
C 1.62821 -1.94176 1.73508
C 0.91155 -2.86886 0.77343
N 0.00075 -1.98826 0.00872
C -1.12651 -2.51804 -0.78598
C -2.31627 -1.51629 -0.63897
N -1.78297 -0.20174 -0.24960
N 0.91499 -0.82691 1.95874
H -2.92156 1.59733 -0.27092
H -3.63193 0.29208 0.68129
H -2.27788 0.76205 2.59882
H -2.24429 2.36116 1.84522
H -0.18123 1.70751 0.75081
H -0.21424 1.31325 3.62462
H 0.87564 2.31538 2.65387
H 2.96093 0.91212 3.94509
H 4.27531 -1.17535 3.67976
H 3.45568 -2.98447 2.19389
H 0.31974 -3.60530 1.34175
H 1.61483 -3.42560 0.13830
H 0.60941 -1.45787 -0.62916
H -1.42364 -3.50519 -0.41169
H -0.84341 -2.63761 -1.83876
H -3.01131 -1.86810 0.14013
H -2.89606 -1.47867 -1.57385
H -1.35900 0.22897 -1.07805
O -1.84951 -3.25120 4.15849
N -2.03922 -2.35686 3.44048
O -1.39225 -2.03938 2.40933
*
```

Output
gap between HOMO and LUMO (alpha / beta)	7.00 / 8.27	eV
E_LUMO (alpha / beta)	-12.84 / -11.96	eV

=====

Number 1: electronic energy -697.1960 Ha. Number 2: electronic energy -736.1273 Ha. Number 3: electronic energy -3006.9252 Ha. Number 4: electronic energy -1797.0392 Ha.